{
  "formula": "C4H12O",
  "method": "ωB97M-V with the def2-TZVPD basis set",
  "energy_ha": -234.76915,
  "smiles": "CCO.CC",
  "de_lowest_ev": 1.727,
  "e_homo_ev": -10.1,
  "species": ["C", "H", "H", "C", "H", "H", "H", "H", "H", "C", "H", "H", "H", "C", "H", "H", "O"],
  "positions_angstrom": [[-1.72723, 1.45226, 0.12817], [0.33620, -2.51709, -1.30223], [-2.70514, 1.91873, 0.11501], [-0.44083, 2.27535, -0.37946], [0.45800, 2.00711, 0.21206], [-0.69333, 3.35807, -0.14918], [1.67190, -1.70881, 1.49804], [-1.81104, 0.52902, -0.44314], [1.97144, -2.53705, -0.96797], [1.02814, -2.42653, -0.46886], [-1.61287, 1.23973, 1.24425], [-0.33300, 2.19010, -1.38349], [-0.22219, -0.51142, -0.00944], [0.72557, -0.96331, 0.13770], [1.35684, -0.16346, -0.25705], [1.05792, -3.02849, 0.45434], [0.93960, -1.11420, 1.57127]],
  "forces_ev_per_angstrom": [[1.51, -0.03, 1.34], [-0.62, -1.18, 0.53], [0.08, 0.67, -0.62], [-2.52, 1.25, 4.41], [-0.55, 0.05, -0.60], [0.65, -1.09, -0.32], [0.87, -0.36, 1.09], [-0.10, -0.12, 0.28], [0.88, 0.44, 0.07], [-0.65, 2.73, 0.32], [0.11, -0.15, -1.50], [0.62, -0.38, -3.00], [-1.26, -0.68, -0.09], [1.69, -0.99, 0.40], [0.68, -0.31, -0.04], [-0.93, -0.67, -1.12], [-0.47, 0.83, -1.15]]
}